No. 1
Density functional theory data (ωB97M-V/def2-TZVPD) for C17H29N3O6 in the gas phase.

Element x y z (Å)
C -4.67362 -1.87146 0.79271
C -5.98704 -1.12203 0.97935
C -6.03115 0.23843 0.28036
C -5.01484 1.25188 0.82129
C -3.75453 1.33696 -0.03286
H -3.99920 1.72015 -1.03568
O -2.84933 2.22769 0.60333
C -1.64697 2.41600 -0.08084
C -0.70032 1.20656 -0.01919
H -0.81118 0.71661 0.95564
C 0.76531 1.56233 -0.29587
H 0.82697 2.43827 -0.94344
C 1.28901 0.32946 -1.02367
C 2.36573 0.56980 -2.07702
C 3.70686 0.81509 -1.44988
N 3.78693 0.68026 -0.18878
N 4.93986 0.84408 0.48081
C 5.03196 0.79086 1.86460
O 6.10345 0.98616 2.39748
N 3.87740 0.54276 2.51300
H 3.04529 0.24906 2.02454
H 3.92512 0.41771 3.50838
H 5.80278 1.08230 -0.00019
C 4.84234 1.17303 -2.36740
H 4.49915 1.22337 -3.39582
H 5.63381 0.42554 -2.30162
H 5.26650 2.13932 -2.09125
H 2.09087 1.42038 -2.70684
H 2.42300 -0.31354 -2.72076
C 0.00770 -0.25859 -1.63832
O -0.04875 -1.06035 -2.52214
O -1.05694 0.24940 -1.02649
C 1.76096 -0.72612 -0.02291
O 1.55960 -0.65206 1.16702
O 2.31713 -1.75642 -0.63409
C 2.73225 -2.85745 0.18057
C 1.55726 -3.75551 0.53698
H 1.91601 -4.63100 1.07028
H 1.04413 -4.07233 -0.36766
H 0.85539 -3.21947 1.17090
H 3.46531 -3.39064 -0.42737
H 3.21010 -2.46926 1.08589
H 1.31059 1.75340 0.62451
H -1.15898 3.26006 0.41370
H -1.82934 2.66633 -1.13751
H -3.29534 0.35052 -0.15229
H -5.45756 2.24821 0.85848
H -4.72515 0.98971 1.83939
H -7.03719 0.64369 0.40626
H -5.86825 0.09821 -0.79034
H -6.80140 -1.73463 0.58441
H -6.17201 -0.97999 2.04668
H -4.74481 -2.86563 1.22928
H -4.44034 -1.97856 -0.26441
H -3.85452 -1.34859 1.27885

* charge: 0
* structure (SMILES): CCCCCOC[C@@H]1C[C@@](C/C(C)=N/NC(N)=O)(C(=O)OCC)C(=O)O1
* ΔE to the lowest compared entry with this formula, charge and spin: 1.8 kcal per mole
* gap between HOMO and LUMO: 9.701 eV


No. 2
Density functional theory data (ωB97M-V/def2-TZVPD) for 3 unconnected molecules or ions with the total composition C17H29N5O3S.

Element x y z (Å)
N 6.46840 0.39113 -1.04404
C 5.32426 0.66044 -1.50403
C 4.08195 0.13843 -0.84767
C 3.13563 -0.60197 -1.80849
C 3.62449 -2.00365 -2.20240
C 4.92232 -2.07413 -3.02114
N 4.98886 -1.20510 -4.18531
C 3.77574 -2.91023 -0.96214
O 3.07603 -2.42556 0.20876
S 1.57287 -1.99222 0.01616
O 0.82418 -3.10118 -0.50007
O 1.20531 -1.37674 1.25376
C 1.68548 -0.75385 -1.29447
C 0.96421 0.55313 -0.92693
C -0.18864 0.86029 -1.88414
N -0.46844 2.30125 -1.88267
H 7.19963 0.83260 -1.60020
H 5.19124 1.28527 -2.39769
H 4.38668 -0.47573 -0.00310
H 3.57218 1.01409 -0.42947
H 3.04034 0.01585 -2.71122
H 2.84182 -2.44915 -2.83146
H 5.03189 -3.11352 -3.35596
H 5.77863 -1.86952 -2.37476
H 5.51806 -0.36259 -4.02094
H 4.08789 -0.97538 -4.57958
H 4.81722 -2.95681 -0.64277
H 3.42818 -3.92305 -1.17290
H 1.12841 -1.24933 -2.09505
H 0.56725 0.47367 0.08392
H 1.66383 1.39207 -0.92611
H -1.09062 0.35741 -1.52629
H 0.04569 0.49208 -2.89325
H -1.12940 2.53589 -2.61429
H 0.38226 2.81323 -2.09365
N -2.02520 -0.62884 1.06182
C -2.42441 0.65719 1.30184
C -3.70620 0.60628 1.78190
C -4.09425 -0.76150 1.82608
C -3.03029 -1.49808 1.37794
H -1.11996 -0.90677 0.72610
H -1.76830 1.49117 1.11671
H -4.30089 1.45924 2.06212
H -5.04354 -1.16038 2.14514
H -2.90376 -2.55999 1.25751
N -6.34517 1.49899 4.13245
C -7.39574 1.32473 4.98983
C -8.07605 2.51062 5.06848
C -7.40744 3.43766 4.22322
C -6.34451 2.78250 3.66084
H -5.67433 0.79252 3.88666
H -7.56992 0.37699 5.46937
H -8.95403 2.69405 5.66473
H -7.67622 4.46594 4.04881
H -5.59367 3.12055 2.96805

* charge: 0
* structure (SMILES): [H]/N=C/C[C@H]1[C@@H](CN)COS(=O)(=O)[C@H]1CCN.c1cc[nH]c1.c1cc[nH]c1
* gap between HOMO and LUMO: 8.290 eV


Respective HOMO values: -0.3359, -0.2962 Ha.
Respective LUMO level values: 0.56, 0.23 eV.